1.
Here is one molecule with the formula C3H6O3 from the OMol25 dataset. Energies are from wB97M-V/def2-TZVPD.

Geometry as XYZ:
```
12
Properties=species:S:1:pos:R:3:mulliken_charge:R:1
C -2.02580 0.37322 0.23806 -1.056
C -0.78897 -0.33865 0.46277 0.807
O -0.57885 -1.38732 1.04707 -0.536
O 0.32905 0.30354 -0.31461 -0.355
C 1.59256 -0.38499 -0.39779 -0.257
O 2.61317 0.30851 0.24912 -0.483
H -2.72147 0.01040 0.92145 0.334
H -1.89987 1.44609 0.26613 0.337
H -2.16495 0.28552 -0.82728 0.285
H 1.36625 -1.34880 -0.03056 0.361
H 1.56069 -0.44121 -1.48782 0.242
H 2.71818 1.17368 -0.12655 0.320
```

The SMILES is CC(=O)OCO. For the energy above the lowest of the compared OMol25 structures with the same formula, charge and spin, the calculation gives 31.97 kcal per mole.


2.
Here is a 2-piece molecular cluster, C24H31N4O4 overall from the OMol25 dataset. Energies are from wB97M-V/def2-TZVPD.

Geometry as XYZ:
```
63
Properties=species:S:1:pos:R:3:mulliken_charge:R:1
C -2.46701 4.63895 2.41606 -0.931
N -2.18230 3.23409 2.59684 0.277
C -3.18190 2.34571 2.86357 0.285
O -4.37156 2.62326 2.99327 -0.672
C -2.54779 0.95300 2.96842 -0.059
C -3.09349 0.00409 1.89780 -0.662
C -4.58059 -0.25066 2.03248 0.554
C -5.44873 0.11158 0.99773 -0.318
C -6.82355 -0.08425 1.13661 -0.632
C -7.33018 -0.65304 2.31308 -0.420
C -6.45826 -1.03334 3.34133 -0.743
C -5.08076 -0.83574 3.19869 -0.229
N -1.11802 1.24980 2.82146 0.594
C -0.17140 0.29125 2.91931 0.304
C 1.19294 0.51855 2.76156 0.479
C 2.21539 -0.42330 2.85073 -0.725
C 3.59746 -0.09019 2.67839 0.995
C 4.61772 -1.09540 2.75276 -0.517
C 5.95660 -0.79173 2.59319 -0.637
C 6.34348 0.54768 2.35080 -0.017
N 7.71625 0.87761 2.19386 0.921
O 8.03039 2.07366 1.99052 -0.555
O 8.57222 -0.03371 2.26353 -0.550
C 5.37422 1.56806 2.26837 -0.735
C 4.03633 1.25430 2.42849 -0.346
C -0.83512 2.67714 2.57518 -0.041
C -0.22466 2.90937 1.18637 -1.475
C -0.02091 3.29969 3.71666 -1.492
H -3.54857 4.79151 2.47036 0.383
H -1.98365 5.24353 3.19361 0.306
H -2.10655 4.98583 1.44008 0.307
H -2.75025 0.55049 3.98053 0.359
H -2.88191 0.45620 0.91415 0.359
H -2.53000 -0.94061 1.96935 0.418
H -5.02753 0.56982 0.09932 0.309
H -7.49136 0.21564 0.32715 0.373
H -8.40473 -0.80170 2.42530 0.379
H -6.84154 -1.48041 4.26023 0.378
H -4.38208 -1.12299 3.98932 0.342
H -0.53877 -0.71628 3.14101 0.624
H 1.48262 1.54323 2.54838 -0.891
H 1.96486 -1.46008 3.08601 0.510
H 4.32864 -2.13110 2.94292 0.437
H 6.73938 -1.54724 2.64836 0.496
H 5.70473 2.58866 2.07989 0.474
H 3.32195 2.07519 2.35903 0.302
H -0.91367 2.52057 0.42234 0.325
H -0.07365 3.98416 1.02727 0.482
H 0.73160 2.39829 1.06680 0.414
H -0.57837 3.16728 4.65506 0.364
H 0.95363 2.82361 3.83153 0.416
H 0.12388 4.36938 3.52362 0.458
O 1.20565 -7.04102 2.91319 -0.510
C 0.44711 -6.36743 1.93164 -0.543
C 0.62952 -4.88111 2.15432 -0.421
N 2.02945 -4.49588 2.00338 -0.462
H 1.09021 -7.99226 2.76967 0.314
H 0.83484 -6.64032 0.94292 0.334
H -0.62052 -6.60149 2.04985 0.316
H -0.01478 -4.35902 1.43256 0.317
H 0.33813 -4.62464 3.17641 0.332
H 2.38139 -4.86866 1.12410 0.217
H 2.10803 -3.48366 1.95631 0.127
```

For the energy above the lowest of the compared OMol25 structures with the same formula, charge and spin, the calculation gives 52.99 kcal per mole. As for the total charge: +1.


3.
Here is an isolated ion of composition C2H3F2O2S and charge -1 from the OMol25 dataset. Energies are from wB97M-V/def2-TZVPD.

Geometry as XYZ:
```
10
Properties=species:S:1:pos:R:3:mulliken_charge:R:1
C -0.05954 0.28424 -0.26612 -1.106
C 1.27955 1.04756 -0.10225 0.607
O 2.41869 -1.27025 -1.06818 -0.598
O 2.85790 -0.88700 1.31812 -0.612
F 1.42482 2.08357 -0.92288 -0.313
F 1.26340 1.59259 1.17094 -0.328
S 2.90163 -0.32364 -0.07669 0.423
H -0.26422 0.20463 0.74064 0.327
H 0.19741 -0.68909 -0.69286 0.291
H -0.82600 0.82911 -0.79148 0.310
```

For the energy above the lowest of the compared OMol25 structures with the same formula, charge and spin, the calculation gives 1.29 kcal per mole. As for the total charge: -1.


4.
Here is a 6-piece molecular cluster, C42H39F3NO23S3 overall from the OMol25 dataset. Energies are from wB97M-V/def2-TZVPD.

Geometry as XYZ:
```
111
Properties=species:S:1:pos:R:3:mulliken_charge:R:1
O -5.23014 -4.10733 -7.09796 -0.471
C -5.29830 -2.77665 -6.92349 0.310
O -6.60389 -2.15071 -6.58781 -0.439
C -3.92185 -1.88967 -7.10629 -0.305
C -2.71959 -2.92840 -7.51087 -0.430
S -1.10079 -2.09733 -8.00071 0.107
C 0.38230 -2.89624 -7.15421 -0.455
C 0.09804 -4.37793 -6.52546 -0.668
C -0.34914 -4.41202 -4.95223 -0.567
S 0.64441 -3.31480 -3.80646 -0.097
C -0.45237 -2.02971 -2.94900 0.171
S -2.13937 -1.91063 -3.30602 -0.228
N 0.09495 -1.08721 -1.89940 0.084
C -0.65049 0.22863 -1.84163 -0.466
C 0.16337 1.42051 -1.02216 -0.514
O 1.06838 0.71999 -0.07593 -0.347
C 2.18958 0.14576 -0.83601 -0.174
C 1.59491 -0.91170 -1.98735 -0.694
C -1.06260 -0.29119 -7.37756 0.750
F -1.03021 -0.19756 -5.89105 -0.104
F -2.11541 0.55482 -8.00561 -0.192
F 0.24974 0.28609 -7.85395 -0.199
H -6.97843 -1.72940 -7.41628 0.348
H -4.12457 -1.06934 -7.93865 0.354
H -3.62999 -1.40977 -6.06013 0.175
H -3.09365 -3.50438 -8.48630 0.456
H -2.61640 -3.74472 -6.67900 0.240
H 0.84475 -2.11204 -6.42058 0.390
H 1.19350 -3.04969 -8.01703 0.368
H -0.74337 -4.95574 -7.13745 0.316
H 1.09411 -5.00800 -6.63298 0.415
H -1.52993 -4.26601 -4.86308 0.311
H -0.16508 -5.53157 -4.57922 0.408
H -1.64339 0.03773 -1.21339 0.348
H -0.93531 0.68232 -2.88341 0.196
H -0.66880 2.01380 -0.41650 0.334
H 0.70164 2.19161 -1.71873 0.287
H 2.85844 0.99020 -1.29446 0.119
H 2.84497 -0.46967 -0.07396 0.300
H 2.10116 -1.95631 -1.71299 0.360
H 1.97979 -0.62004 -3.06284 0.268
C 2.70854 3.30706 0.99681 -0.454
C 3.05555 3.57678 2.25680 0.012
C 4.24542 4.41614 2.56876 0.876
O 4.52844 4.66252 3.73589 -0.585
C 5.04813 4.91929 1.44311 -0.979
C 4.70293 4.64657 0.18330 0.344
C 3.49767 3.83048 -0.12889 1.060
O 3.19543 3.61202 -1.29726 -0.664
O 5.45437 5.11397 -0.87927 -0.569
O 2.32021 3.08612 3.32012 -0.551
H 1.84488 2.70022 0.75569 0.409
H 5.92041 5.51313 1.68437 0.427
H 4.99978 4.78460 -1.68510 0.345
H 2.77137 3.42052 4.12566 0.354
C 2.38872 0.80574 7.08096 -0.842
C 1.92247 -0.34798 7.56291 -0.088
C 1.99122 -1.60371 6.76538 1.129
O 1.57186 -2.65238 7.24229 -0.704
C 2.56544 -1.53052 5.41279 -0.839
C 3.02846 -0.37601 4.92971 0.308
C 2.98475 0.87347 5.73781 1.100
O 3.43488 1.91560 5.27359 -0.680
O 3.56690 -0.29954 3.65832 -0.627
O 1.35848 -0.41887 8.82347 -0.520
H 2.34711 1.72551 7.65070 0.465
H 2.59303 -2.44681 4.83713 0.453
H 3.83108 0.63929 3.54296 0.298
H 1.09987 -1.35885 8.94105 0.251
C -1.94130 3.00764 10.04358 -0.992
C -2.34754 3.52319 11.20543 0.337
C -1.84156 2.99812 12.50386 0.969
O -2.21863 3.50468 13.55469 -0.605
C -0.89732 1.87035 12.47026 -0.783
C -0.49389 1.35269 11.30840 0.485
C -0.97864 1.89587 10.00990 0.773
O -0.57560 1.41108 8.95791 -0.510
O 0.39125 0.29098 11.26961 -0.559
O -3.25418 4.56652 11.24507 -0.568
H -2.29925 3.38109 9.09240 0.420
H -0.55124 1.48677 13.42149 0.451
H 0.52840 0.10042 10.31599 0.493
H -3.38662 4.76095 12.19846 0.349
C 0.70473 4.57711 -10.60325 -0.773
C 0.23849 3.42339 -10.12130 0.329
C 0.30724 2.16766 -10.91882 0.850
O -0.11213 1.11899 -10.44191 -0.478
C 0.88145 2.24085 -12.27142 -1.010
C 1.34447 3.39536 -12.75449 0.389
C 1.30077 4.64484 -11.94639 0.908
O 1.75089 5.68697 -12.41061 -0.584
O 1.88291 3.47183 -14.02588 -0.552
O -0.32550 3.35250 -8.86074 -0.592
H 0.66313 5.49688 -10.03351 0.437
H 0.90905 1.32456 -12.84708 0.418
H 2.14709 4.41066 -14.14124 0.355
H -0.58412 2.41252 -8.74315 0.253
C -3.60459 -3.67681 5.99122 -0.997
C -4.37663 -4.64759 6.48341 0.413
C -3.79079 -5.81094 7.20525 0.902
O -4.52695 -6.67790 7.66293 -0.605
C -2.32679 -5.87424 7.33684 -0.802
C -1.55473 -4.90509 6.84155 0.379
C -2.14246 -3.72849 6.14418 0.992
O -1.40818 -2.84449 5.71577 -0.562
O -0.17801 -4.95960 6.95929 -0.572
O -5.75150 -4.60721 6.34121 -0.565
H -4.01728 -2.82445 5.46636 0.413
H -1.91305 -6.73403 7.84802 0.433
H 0.15353 -4.14416 6.52381 0.220
H -6.08331 -5.41957 6.78195 0.350
```

As for the total charge: +1.


5.
Here is a 12-piece molecular cluster, C31H86O17 overall from the OMol25 dataset. Energies are from wB97M-V/def2-TZVPD.

Geometry as XYZ:
```
134
Properties=species:S:1:pos:R:3:mulliken_charge:R:1
C 12.67020 31.98549 6.73480 -0.595
C 11.91740 30.90533 7.53709 0.046
C 12.47079 29.51744 7.21724 -0.278
O 12.09950 31.13463 8.92634 -0.595
H 12.30569 32.06574 5.71318 -0.027
H 13.73823 31.77714 6.79167 0.054
H 12.52269 32.93533 7.25300 0.412
H 10.84986 30.90513 7.32192 0.382
H 13.52030 29.42927 7.51026 0.092
H 12.34764 29.22863 6.17180 -0.070
H 11.97437 28.78493 7.85994 0.305
H 13.01895 31.34845 9.10838 0.346
C 15.72442 27.88400 6.11328 -0.735
C 16.61066 29.03546 5.67513 1.158
C 15.92877 30.39715 5.65655 -1.135
O 17.80471 28.98039 6.46514 -0.603
H 16.18814 26.89695 6.07140 0.474
H 14.84693 27.82706 5.46274 -0.238
H 15.41764 28.00963 7.15374 0.338
H 16.90731 28.86793 4.63223 -0.532
H 15.83618 30.76921 6.68115 0.541
H 14.94911 30.28738 5.19852 -0.172
H 16.55195 31.10180 5.10559 0.589
H 18.09316 29.88812 6.61260 0.358
C 11.87758 25.88828 2.50126 -0.694
C 11.83319 27.42081 2.40735 0.664
C 12.10673 28.00364 3.78467 -1.171
O 12.77230 27.93535 1.47087 0.161
H 11.32850 25.40469 3.30471 -0.357
H 12.92539 25.56440 2.56122 0.326
H 11.56431 25.46455 1.54099 0.225
H 10.83410 27.65468 2.03940 0.063
H 11.19981 27.99674 4.40027 0.624
H 12.29192 29.07829 3.69553 0.152
H 12.87585 27.50793 4.37687 -0.185
H 13.65734 27.66870 1.76944 -0.245
C 11.23562 24.67896 -1.92935 -0.890
C 12.30040 24.38193 -2.98986 0.461
C 11.76428 23.89292 -4.32687 -1.512
O 13.16192 25.50186 -3.13503 -0.525
H 10.71633 23.74979 -1.69518 0.452
H 10.53130 25.42701 -2.29642 0.466
H 11.72053 25.07182 -1.03681 -0.162
H 12.93966 23.56166 -2.65274 0.283
H 11.20745 24.64087 -4.89530 0.345
H 11.16704 22.99877 -4.13216 0.382
H 12.57440 23.59994 -4.99761 0.367
H 12.64709 26.29086 -3.34436 0.316
C 11.95189 32.09486 2.42980 -0.705
C 13.34324 32.39106 1.90310 0.112
C 14.36092 31.31558 2.24283 -0.513
O 13.27710 32.41098 0.45010 -0.610
H 11.82253 31.01250 2.52125 -0.190
H 11.12054 32.50004 1.86064 0.391
H 11.89513 32.48658 3.45284 0.211
H 13.67727 33.41300 2.08259 0.408
H 15.26091 31.31937 1.62118 0.374
H 14.00383 30.29809 2.05368 -0.104
H 14.74748 31.35033 3.26592 0.287
H 12.95192 31.53804 0.17297 0.353
C 7.49251 27.40844 2.56382 -0.986
C 6.29048 28.11730 1.96786 0.589
C 5.17156 27.21099 1.50329 -1.419
O 5.74521 29.03749 2.91409 -0.610
H 7.86186 26.73765 1.78245 0.138
H 7.24684 26.96137 3.52148 0.567
H 8.26057 28.18696 2.61787 0.242
H 6.57939 28.68639 1.07185 0.137
H 4.87926 26.53560 2.31089 0.331
H 5.35869 26.73106 0.54424 0.334
H 4.27562 27.80425 1.29407 0.386
H 6.38655 29.70945 3.15650 0.318
C 7.75846 23.46897 5.70335 -1.487
C 8.79124 24.38415 6.29514 0.616
C 9.46106 23.71905 7.50840 -1.448
O 9.78076 24.63577 5.28409 0.041
H 6.74813 23.65976 6.07917 0.446
H 7.88039 22.39436 5.84384 0.371
H 7.66394 23.65064 4.62927 0.317
H 8.39612 25.33821 6.65348 0.546
H 8.65226 23.47343 8.20826 0.470
H 10.10620 24.41380 8.04982 0.245
H 9.97587 22.78072 7.30852 0.266
H 10.28785 25.42264 5.50360 -0.126
O 15.67525 27.68927 1.76770 -0.175
C 16.95828 28.17774 1.36872 -0.603
C 17.71237 27.22384 0.46070 -0.497
O 17.15260 27.20493 -0.84077 -0.496
H 15.90668 26.92924 2.32180 0.147
H 16.83421 29.11526 0.82306 0.267
H 17.55255 28.43434 2.25538 0.282
H 17.73216 26.22368 0.92140 0.263
H 18.75818 27.51347 0.34109 0.371
H 16.36169 26.65295 -0.83084 0.279
O 13.21543 29.78047 -0.57597 0.445
C 14.36896 29.43776 -1.33308 0.303
C 14.01260 28.49454 -2.45818 -0.161
O 13.49907 29.14107 -3.61123 -0.547
H 12.94432 28.99774 -0.05283 0.044
H 14.78067 30.35799 -1.74863 0.501
H 15.15342 28.96892 -0.73190 -0.575
H 13.27795 27.79974 -2.04277 -0.309
H 14.80908 27.85116 -2.84689 0.480
H 13.96612 29.93521 -3.87169 0.327
O 10.88388 29.70076 -2.03750 -0.597
C 9.89446 29.49219 -1.01704 -0.694
C 9.69032 28.00668 -0.87856 1.096
O 9.14871 27.40281 -2.05616 -0.704
H 11.68420 29.96016 -1.52965 0.322
H 10.05434 29.99259 -0.06063 0.169
H 8.97750 29.87867 -1.47876 0.440
H 8.88486 27.77852 -0.15261 -0.323
H 10.55598 27.44917 -0.49441 -0.140
H 8.63774 26.62578 -1.83984 0.366
O 10.85100 22.22109 4.21924 -0.687
C 10.90761 22.78347 2.92529 1.204
C 11.84006 22.03468 1.98234 -0.814
O 11.81908 22.69931 0.73533 -0.340
H 10.35333 22.82358 4.79317 0.066
H 9.89535 22.76851 2.50478 0.182
H 11.24441 23.82319 2.99339 -0.804
H 11.48452 21.01033 1.82807 0.301
H 12.78548 21.90990 2.52187 0.379
H 12.72832 22.85146 0.46237 0.253
O 12.42412 22.82804 7.43313 -0.511
C 13.44604 23.79390 7.50316 -0.629
C 13.05389 25.04584 6.68045 0.653
O 12.03293 25.77020 7.33216 -0.504
H 11.69602 23.05604 8.01564 0.312
H 13.59849 24.14086 8.52982 0.325
H 14.35210 23.37340 7.07175 0.372
H 12.73703 24.67500 5.70898 -0.066
H 13.96810 25.64004 6.57165 -0.250
H 12.38615 26.16788 8.13312 0.310
```

The SMILES is CC(C)O.CC(C)O.CC(C)O.CC(C)O.CC(C)O.CC(C)O.CC(C)O.OCCO.OCCO.OCCO.OCCO.OCCO. For the energy above the lowest of the compared OMol25 structures with the same formula, charge and spin, the calculation gives 59.14 kcal per mole.


6.
Here is CH2Br2O2 as an isolated structure from the OMol25 dataset. Energies are from wB97M-V/def2-TZVPD.

Geometry as XYZ:
```
7
Properties=species:S:1:pos:R:3:mulliken_charge:R:1
C 0.84718 0.00907 0.89291 0.428
O -1.40273 0.28538 -0.82141 -0.673
O 0.39240 0.34151 1.96972 -0.387
Br 0.62761 -1.70725 0.31477 -0.007
Br 2.11997 1.15368 0.12097 -0.045
H -2.09894 -0.41583 -0.86808 0.321
H -0.48549 0.33344 -1.60889 0.364
```

For the energy above the lowest of the compared OMol25 structures with the same formula, charge and spin, the calculation gives 42.66 kcal per mole.


Number 1: highest occupied orbital energy -10.607 eV, largest force on an atom 0.0991 hartree/bohr, Kohn-Sham gap 11.388 eV. Number 2: highest occupied orbital energy -11.419 eV, largest force on an atom 0.0847 hartree/bohr, Kohn-Sham gap 5.794 eV. Number 3: highest occupied orbital energy -3.257 eV, largest force on an atom 0.0556 hartree/bohr, Kohn-Sham gap 7.413 eV. Number 4: highest occupied orbital energy -10.644 eV, largest force on an atom 0.1710 hartree/bohr, Kohn-Sham gap 6.343 eV. Number 5: highest occupied orbital energy -9.554 eV, largest force on an atom 0.0524 hartree/bohr, Kohn-Sham gap 9.437 eV. Number 6: highest occupied orbital energy -10.587 eV, largest force on an atom 0.1214 hartree/bohr, Kohn-Sham gap 10.517 eV.